1.
Below is a structure of composition C24H72BaBrNO15, with properties calculated with the ωB97M-V functional and the def2-TZVPD basis.

```
! RIJCOSX wB97M-V def2-TZVPD def2/J DEFGRID3
* xyz 0 1
Ba -0.28066 -3.62258 1.27583
Br -0.51442 -4.39759 -2.06187
N 0.67747 -0.12275 -0.47262
O 1.18684 0.29372 -1.49019
O 0.83842 -1.33344 -0.16815
O 0.05106 0.62689 0.19482
C 2.86773 3.25760 0.40399
C 3.95331 2.87584 -0.59743
O 3.86414 1.52123 -0.92789
H 3.09482 4.14049 1.00152
H 2.79092 2.51558 1.19873
H 1.89428 3.44559 -0.04896
H 4.95566 2.99952 -0.18742
H 3.80448 3.57712 -1.41849
H 2.98073 1.31193 -1.23995
C -3.93737 -2.60804 -3.46086
C -2.85665 -1.71460 -3.86665
O -2.19029 -2.20606 -4.99194
H -4.53320 -2.80451 -4.35219
H -4.52898 -2.19475 -2.64398
H -3.50721 -3.51524 -3.03652
H -2.15664 -1.57830 -3.04233
H -3.17026 -0.76824 -4.30728
H -2.73982 -2.17306 -5.77840
C 1.29563 1.73923 -4.60430
C 0.23018 0.67058 -4.87043
O 0.46920 -0.58057 -4.32447
H 0.92449 2.68944 -4.98830
H 2.26670 1.41121 -4.97517
H 1.41680 1.80779 -3.52323
H 0.12056 0.66138 -5.95486
H -0.75400 0.97807 -4.51696
H 0.61867 -0.55683 -3.37647
C 4.32797 -2.35871 -3.56811
C 3.40493 -2.32006 -2.24037
O 2.11129 -2.35521 -2.79756
H 3.88705 -1.90619 -4.45631
H 4.46976 -3.41866 -3.77906
H 5.28740 -1.85662 -3.44360
H 3.52061 -1.39118 -1.68191
H 3.65614 -3.22608 -1.68889
H 1.54501 -2.12754 -2.05654
C -4.10847 2.09854 2.07852
C -5.58048 1.71906 2.22380
O -6.37119 2.86582 2.08442
H -3.80681 2.94459 2.69602
H -3.87272 2.19519 1.01872
H -3.38223 1.36444 2.42746
H -5.69031 1.27143 3.21156
H -5.83395 0.94139 1.50333
H -6.50382 3.03324 1.14848
C 0.13429 2.81678 2.97521
C 0.35853 1.48301 3.57342
O -0.74226 0.67459 3.61501
H -0.44249 2.70705 2.05685
H 1.10277 3.24619 2.71881
H -0.39213 3.54593 3.59110
H 0.80188 1.61045 4.56099
H 1.06945 1.04072 2.87551
H -0.73546 0.47440 2.67614
C -3.70469 -1.47814 2.44806
C -2.83866 -1.26309 1.18966
O -1.40897 -1.31912 1.46168
H -4.71387 -1.20396 2.14068
H -3.40919 -0.85186 3.28981
H -3.61339 -2.45132 2.93044
H -3.08944 -0.22372 0.97773
H -3.01109 -1.97491 0.38239
H -0.86744 -0.87158 0.80743
C 5.62850 -2.21948 0.52908
C 5.06585 -1.00819 1.40016
O 3.69159 -0.88621 1.02347
H 5.34520 -1.97985 -0.49582
H 5.17731 -3.14034 0.89861
H 6.71523 -2.23276 0.61233
H 5.53367 -0.08732 1.05196
H 5.16261 -1.18299 2.47169
H 3.75844 -0.13092 0.43468
C 0.18095 -4.49662 6.01743
C -0.78758 -4.19478 4.92705
O -0.43800 -3.14891 3.99886
H 1.18975 -4.72431 5.67307
H -0.18184 -5.41006 6.48871
H 0.24408 -3.60110 6.63561
H -1.81428 -4.02312 5.25035
H -0.88600 -5.13218 4.37961
H -0.39016 -2.35210 4.53216
C -3.82253 3.23696 -2.62338
C -3.96650 1.96248 -3.38931
O -4.99746 1.25268 -2.66751
H -3.30534 3.07842 -1.67709
H -4.79915 3.65761 -2.38387
H -3.23154 4.08947 -2.95812
H -3.12874 1.26521 -3.38070
H -4.23839 2.10024 -4.43583
H -5.45453 0.71455 -3.31798
C 2.95936 -2.25557 4.32428
C 3.03924 -3.30308 3.19130
O 2.24894 -2.87816 2.07044
H 1.91198 -2.04834 4.54369
H 3.34725 -1.28142 4.02649
H 3.50231 -2.61752 5.19737
H 2.64130 -4.30284 3.36517
H 4.08601 -3.49171 2.95296
H 2.82429 -2.28391 1.58318
C -0.73094 4.65742 -0.84700
C -0.03986 4.53140 -2.28436
O -0.63987 5.45998 -3.14348
H -0.56556 5.54686 -0.23902
H -0.35851 3.85228 -0.21364
H -1.80552 4.61968 -1.02577
H -0.22625 3.61769 -2.84871
H 1.03680 4.69153 -2.34144
H -0.17274 6.29779 -3.10545
*
```

Properties
Total energy (eV): -128989.0453
E_LUMO (eV): -0.90
E_HOMO (eV): -7.665

Atomic partial charges in e from the Löwdin method, atoms 1 to 2:
1. Ba 1.759
2. Br -0.412

***

2.
Below is a cluster of 11 separate species, C24H72ClN4O18 in total, with properties calculated with the ωB97M-V functional and the def2-TZVPD basis.

```
! RIJCOSX wB97M-V def2-TZVPD def2/J DEFGRID3
* xyz 0 2
Cl -15.07046 -15.81946 -24.71621
O -13.90997 -15.21264 -25.22949
O -15.38949 -16.84767 -25.55608
O -14.55830 -16.37212 -23.46421
O -16.06741 -14.90823 -24.56937
O -13.37090 -13.92519 -28.08333
H -14.07405 -13.74470 -27.45945
H -13.80971 -13.97128 -28.93277
O -10.89344 -13.92849 -26.41326
H -11.78157 -13.70891 -26.69475
H -10.45697 -13.08236 -26.31425
O -14.91258 -12.49501 -26.23505
H -15.79609 -12.40593 -26.59240
H -15.03685 -12.93704 -25.39517
O -16.41264 -17.67202 -21.29195
H -16.85507 -17.27834 -20.53995
H -15.68039 -17.08328 -21.47481
O -11.58656 -15.59529 -22.47790
H -12.52215 -15.39445 -22.50184
H -11.33788 -15.47136 -21.56191
O -17.98575 -16.90129 -23.25451
H -17.40665 -17.53191 -22.82651
H -17.45562 -16.10902 -23.34117
C -11.81003 -12.52519 -34.69994
O -12.96213 -12.42467 -33.84532
C -13.73391 -13.60369 -33.73432
C -14.53032 -13.62590 -32.38060
N -15.55980 -14.60398 -32.23130
C -15.13283 -16.01456 -32.29585
C -16.14648 -16.87941 -31.53797
O -16.37059 -16.33201 -30.19135
C -15.37675 -16.59406 -29.24494
H -11.41045 -13.53487 -34.60522
H -11.04228 -11.81987 -34.38184
H -12.04764 -12.29950 -35.73951
H -13.29761 -14.54639 -34.06456
H -14.55645 -13.34549 -34.40129
H -15.01139 -12.65389 -32.48956
H -13.93805 -13.46224 -31.48030
H -16.01920 -14.42553 -31.34971
H -14.07775 -16.18726 -32.08351
H -15.01827 -16.45817 -33.28489
H -15.78545 -17.90780 -31.55107
H -17.10445 -17.00426 -32.04276
H -15.47398 -17.65821 -29.02992
H -15.48765 -16.04285 -28.31115
H -14.32855 -16.48647 -29.52386
C -15.29706 -12.42337 -19.31455
O -15.05023 -13.67141 -19.98313
C -16.23712 -14.15551 -20.65885
C -17.40414 -14.60265 -19.80157
N -17.14820 -15.87172 -19.08314
C -16.02977 -15.77714 -18.14919
C -15.20387 -17.05066 -18.06461
O -14.09325 -16.66807 -17.26796
C -14.28879 -16.74691 -15.79490
H -14.45415 -11.77473 -19.55300
H -15.09009 -12.44858 -18.24468
H -16.26170 -11.96462 -19.53166
H -15.83706 -15.05227 -21.13199
H -16.48986 -13.53369 -21.51766
H -18.29694 -14.58457 -20.42661
H -17.67111 -13.88889 -19.02222
H -17.94515 -16.01625 -18.47975
H -16.43329 -15.62743 -17.14776
H -15.36112 -14.94028 -18.35088
H -14.97183 -17.49280 -19.03351
H -15.70863 -17.93262 -17.67032
H -13.42286 -16.79115 -15.13436
H -14.86101 -17.66150 -15.63933
H -14.66314 -15.78488 -15.44497
C -16.56474 -21.02619 -31.07694
O -16.36052 -20.44397 -29.78022
C -15.39537 -21.27328 -29.03086
C -14.89742 -20.56467 -27.68207
N -16.03478 -20.12936 -26.76476
C -16.49926 -21.12525 -25.70409
C -17.60016 -20.46868 -24.83876
O -18.30986 -21.45283 -24.04865
C -17.67885 -21.78904 -22.79614
H -16.86425 -22.05117 -30.85830
H -15.58117 -20.92697 -31.53613
H -17.28748 -20.63458 -31.79275
H -14.55503 -21.63912 -29.62085
H -15.91490 -22.21171 -28.83712
H -14.32488 -19.67111 -27.93077
H -14.18243 -21.18729 -27.14425
H -15.72480 -19.27957 -26.31548
H -15.57538 -21.26113 -25.14187
H -16.78786 -22.13379 -26.00018
H -18.33216 -20.01299 -25.50555
H -17.38575 -19.55365 -24.28664
H -17.41024 -21.01842 -22.07359
H -16.69895 -22.24484 -22.93803
H -18.27815 -22.53855 -22.27925
C -17.44559 -7.72564 -28.48215
O -16.22966 -8.53737 -28.30260
C -16.50623 -9.96328 -28.40162
C -17.24155 -10.41041 -27.12077
N -17.47240 -11.85566 -27.16880
C -18.00828 -12.42868 -25.86517
C -19.51305 -12.49267 -25.57714
O -19.97117 -11.14101 -25.77158
C -21.17777 -10.83862 -25.17495
H -18.14093 -7.80455 -27.64646
H -18.04445 -8.09996 -29.31243
H -17.15174 -6.68145 -28.58898
H -15.60279 -10.57156 -28.35801
H -17.10383 -10.11677 -29.30018
H -18.22703 -9.96349 -26.98968
H -16.64082 -10.17938 -26.24108
H -18.19714 -11.98427 -27.86041
H -17.55644 -12.06203 -24.94348
H -17.84245 -13.50042 -25.97454
H -19.80953 -12.72165 -24.55353
H -20.03338 -13.13808 -26.28481
H -21.50220 -9.83135 -25.43622
H -21.03509 -10.79602 -24.09517
H -21.88735 -11.56862 -25.56443
*
```

Properties
Total energy (eV): -81372.7675
E_LUMO (alpha / beta) (eV): -0.31 / -5.23
E_HOMO (alpha / beta) (eV): -8.550 / -8.550
<S²>: 0.7544

Atomic partial charges in e from the Löwdin method, atoms 1 to 2:
1. Cl 0.545
2. O -0.318

***

3.
Below is a cluster of 10 separate species, C24H72N4O10 in total, with properties calculated with the ωB97M-V functional and the def2-TZVPD basis.

```
! RIJCOSX wB97M-V def2-TZVPD def2/J DEFGRID3
* xyz 0 1
C -2.27609 -1.49651 -3.99826
C -1.82078 -1.33045 -5.41999
O -2.28310 -2.34752 -6.28710
H -1.86150 -0.70014 -3.38020
H -1.95459 -2.47796 -3.64970
H -3.35044 -1.34863 -3.88863
H -0.73994 -1.38889 -5.29167
H -2.05265 -0.35039 -5.83690
H -2.43536 -1.96667 -7.15507
C 2.71372 4.07176 0.96175
C 1.31640 4.58342 0.68858
O 0.63845 3.58704 -0.04426
H 3.27929 4.89703 1.39438
H 3.21790 3.89222 0.01219
H 2.72817 3.16385 1.56474
H 1.34737 5.48846 0.08193
H 0.84870 4.75597 1.65790
H -0.15618 4.04750 -0.32376
C -4.14744 3.64525 0.19757
C -3.98384 4.64463 -0.98349
O -3.13583 5.67249 -0.62652
H -5.01562 3.04598 -0.07674
H -4.34462 4.18331 1.12478
H -3.29744 2.98006 0.34969
H -4.85940 5.16669 -1.36943
H -3.57934 4.09992 -1.83658
H -3.53574 6.49479 -0.91891
C 1.14075 3.09998 6.55655
C 0.12540 2.13962 6.04178
O 0.22043 0.97360 6.88590
H 1.22087 4.00798 5.95887
H 2.11201 2.60638 6.58985
H 0.92455 3.58667 7.50760
H 0.42844 1.86825 5.03053
H -0.93001 2.38397 5.92143
H 0.06554 0.19839 6.34122
C -5.40978 -2.79175 1.48505
C -5.55729 -1.46636 2.35844
C -6.88834 -0.72275 2.14425
O -7.02605 0.38496 3.06621
C -8.31083 1.01841 3.07042
N -5.32762 -1.85364 3.73272
H -6.29587 -3.41543 1.60321
H -4.58425 -3.36630 1.90518
H -5.12611 -2.57025 0.45618
H -4.77982 -0.75230 2.08683
H -7.72639 -1.39858 2.31463
H -6.94452 -0.31750 1.13394
H -9.20277 0.43745 3.30504
H -8.48721 1.55083 2.13579
H -8.25064 1.78786 3.84011
H -6.20336 -2.27638 4.00563
H -5.38994 -0.92492 4.12477
C 2.82389 2.68695 -6.02660
C 2.12342 3.20243 -4.78100
C 0.84956 4.00657 -5.08984
O 0.99658 5.24686 -5.76956
C -0.29260 5.79687 -6.12354
N 1.77520 2.06077 -3.99562
H 3.13994 3.50992 -6.66765
H 2.25760 1.96622 -6.61648
H 3.74630 2.20748 -5.69890
H 2.75561 3.80992 -4.13339
H 0.30623 4.25168 -4.17725
H 0.17425 3.40947 -5.70265
H -0.80603 6.20064 -5.25092
H -1.01081 5.13757 -6.61098
H -0.07972 6.63927 -6.78167
H 1.22295 2.37687 -3.21127
H 2.52353 1.73013 -3.40335
C 3.67137 -5.94984 -2.87864
C 2.78085 -4.72913 -3.13041
C 1.74916 -4.73185 -1.99550
O 0.75577 -5.66805 -2.32019
C 0.05279 -6.07063 -1.19899
N 3.63255 -3.52418 -3.07522
H 4.15163 -6.00194 -1.90152
H 4.49546 -5.91652 -3.59129
H 3.14109 -6.90007 -2.94156
H 2.29754 -4.82220 -4.10295
H 1.33638 -3.72682 -1.90807
H 2.21643 -4.84958 -1.01781
H -0.69125 -6.83396 -1.42670
H -0.37270 -5.17300 -0.75032
H 0.62128 -6.50172 -0.37493
H 3.07003 -2.71642 -3.30142
H 4.37536 -3.46816 -3.75728
C 5.69155 -3.30178 2.09199
C 4.53006 -2.37795 2.51094
C 4.78337 -1.63845 3.90251
O 4.98768 -2.62547 4.90361
C 5.55759 -2.30357 6.14715
N 4.33706 -1.46153 1.38171
H 6.64942 -2.78258 2.12367
H 5.65170 -3.73250 1.09149
H 5.77592 -4.17860 2.73399
H 3.61472 -2.96924 2.53585
H 4.04857 -0.92810 4.28141
H 5.71177 -1.06890 3.86026
H 6.61983 -2.09954 6.01260
H 5.56404 -3.09790 6.89354
H 5.19426 -1.39732 6.63174
H 5.26004 -1.09720 1.19337
H 4.27344 -2.03686 0.55404
O 0.09881 -0.55977 1.01291
H 0.01689 0.37474 0.82259
H 1.04215 -0.72206 1.01697
O -1.15055 -1.96630 4.10456
H -2.08014 -2.18657 4.16425
H -1.02513 -1.69953 3.19387
*
```

Properties
Structure (SMILES): COC[C@H](C)N.COC[C@H](C)N.COC[C@H](C)N.COC[C@H](C)N.CCO.CCO.CCO.CCO.O.O
Total energy (eV): -52485.3616
Energy relative to the best compared isomer or geometry (same formula, charge and spin) (kcal/mol): 25.9
E_LUMO (eV): 0.18
E_HOMO (eV): -9.479

Atomic partial charges in e from the Löwdin method, atoms 1 to 2:
1. C -0.095
2. C -0.347

***

4.
Below is a structure of composition C24H72O12S10, with properties calculated with the ωB97M-V functional and the def2-TZVPD basis.

```
! RIJCOSX wB97M-V def2-TZVPD def2/J DEFGRID3
* xyz 0 1
C -6.20683 -0.62126 0.21974
C -4.77584 -0.45856 0.47567
O -4.58216 0.64064 1.26098
H -6.44956 -1.60969 -0.35930
H -6.41526 0.16417 -0.45753
H -6.63433 -0.37305 1.21551
H -4.17363 -0.42908 -0.41992
H -4.35924 -1.36936 1.08512
H -4.11903 1.25429 0.63376
C 4.39060 -1.52636 -4.36124
C 3.63168 -1.25298 -3.15288
O 2.69178 -2.33781 -2.87820
H 5.11581 -2.48612 -4.32366
H 5.01955 -0.63464 -4.53250
H 3.92388 -1.38169 -5.26794
H 3.28020 -0.26116 -2.96608
H 4.30805 -1.56190 -2.29853
H 2.19755 -1.92882 -2.23620
C 1.77504 -4.85956 0.18610
S 0.54342 -6.16959 0.13018
O 0.11237 -6.46560 1.54529
C -0.71290 -5.23770 -0.61739
H 2.65099 -5.35843 0.75496
H 1.30346 -4.14826 0.86204
H 2.03141 -4.49605 -0.81389
H -0.41260 -5.34419 -1.61281
H -0.82394 -4.24961 -0.41828
H -1.70372 -5.52944 -0.71062
C 0.34282 0.73073 -1.80879
S -0.49513 -0.72962 -1.08143
O 0.63680 -1.72453 -1.04398
C -0.66172 -0.19319 0.53184
H 1.07098 1.05159 -1.21897
H -0.35165 1.50888 -2.09504
H 0.71721 0.23157 -2.73696
H -0.76600 -0.99359 1.03408
H -1.56256 0.54242 0.67657
H 0.16328 0.12632 0.97438
C 6.93837 2.70395 1.21996
S 5.26578 2.37097 1.53580
O 4.57974 3.74001 1.69252
C 4.80903 1.76723 -0.11296
H 7.57472 1.82729 1.13979
H 7.45900 3.40067 2.24873
H 7.16267 3.19845 0.39679
H 5.17615 0.68820 -0.11973
H 4.96591 2.36459 -0.92834
H 3.58300 1.68164 -0.21890
C -1.51955 -2.93214 3.60783
S -0.39435 -3.32667 4.88795
O 0.96910 -2.71025 4.51889
C -1.00963 -2.24332 6.33211
H -2.44420 -3.05279 4.05803
H -1.40187 -3.44687 2.72934
H -1.21790 -1.90378 3.05788
H -1.25700 -1.28905 5.84990
H -0.21058 -2.27587 6.96034
H -1.93966 -2.76583 6.70823
C 1.20825 2.23462 4.69317
S -0.33088 1.49338 4.07398
O -1.21629 1.57891 5.30562
C -0.75813 2.76705 2.85186
H 1.00519 3.18192 5.14638
H 2.05659 2.55411 4.13592
H 1.59394 1.57829 5.46790
H -0.52305 3.82768 3.16722
H -1.82160 2.74917 2.79191
H -0.16094 2.57217 1.84825
C -3.03852 4.45555 -1.54622
S -3.96802 3.00675 -1.14732
O -3.11120 2.21730 -0.16636
C -5.23181 3.70930 -0.20311
H -2.79659 5.00719 -0.64468
H -3.63037 5.07685 -2.23909
H -2.32726 3.97537 -2.25285
H -5.60719 4.61112 -0.82837
H -4.56838 3.88614 0.63278
H -6.00331 3.12621 0.17842
C 1.31933 3.93234 -0.23355
S 2.45366 5.33309 0.06295
O 1.85936 6.55394 -0.74312
C 1.72890 5.55974 1.73587
H 1.52781 3.15170 0.27055
H 1.23568 3.61900 -1.41035
H 0.38258 4.19455 -0.03291
H 1.92186 4.63149 2.39152
H 0.79253 5.37463 1.74951
H 2.04398 6.56050 1.85888
C -5.81221 -0.86148 -3.52515
S -4.90007 0.69869 -3.69432
O -5.40013 1.63206 -2.62521
C -3.36374 0.12068 -3.06661
H -6.78985 -0.83014 -3.90858
H -5.73985 -1.15498 -2.51973
H -5.39368 -1.75232 -4.03252
H -3.61779 -0.16001 -2.01014
H -2.76893 1.06581 -3.03054
H -2.96518 -0.55732 -3.68515
C 3.85767 -0.48297 4.02521
S 2.64550 -0.79700 2.67718
O 2.52237 0.63172 2.10144
C 3.62630 -1.60384 1.40108
H 4.85583 -0.20075 3.85314
H 3.97004 -1.42369 4.53690
H 3.37196 0.28202 4.50803
H 4.56200 -1.23461 1.13849
H 3.07851 -1.59662 0.41937
H 3.82055 -2.52104 1.72090
C -0.22568 -1.86704 -5.46721
S -0.30779 -2.98318 -4.12215
O -1.81808 -2.99478 -3.70262
C -0.08840 -4.50627 -4.89710
H 0.67536 -1.85132 -6.15395
H -0.60466 -0.93946 -5.08068
H -0.96433 -2.15261 -6.23982
H -0.08626 -5.14596 -4.07912
H 0.82556 -4.80435 -5.53529
H -0.79068 -4.84450 -5.65884
*
```

Properties
Total energy (eV): -158957.9059
Energy relative to the best compared isomer or geometry (same formula, charge and spin) (kcal/mol): 0.0
E_LUMO (eV): 0.04
E_HOMO (eV): -8.469

Atomic partial charges in e from the Löwdin method, atoms 1 to 2:
1. C -0.096
2. C -0.430